DFT (ωB97M-V with the def2-TZVPD basis set) results for a cluster of 10 separate species, C46H59Cl2F28IN2O25PS in total at a distorted geometry.

Last column: Mulliken charge in e.
Geometry (Å):
C -3.98721 -8.06870 -3.16239  -1.173
C -5.32654 -7.60805 -2.47804  0.451
Cl -6.81569 -8.39620 -3.14689  -0.156
C -5.40070 -6.69859 -1.46931  -0.427
Cl -3.81468 -6.04431 -0.91854  -0.197
C -6.77080 -6.21027 -0.82639  1.004
N -7.45491 -5.58348 -2.04557  -0.569
C -6.81872 -4.53308 -2.29414  0.585
O -6.43709 -3.45949 -2.52124  -0.479
O -6.66650 -5.04213 0.02548  -0.142
P -7.66457 -5.00199 1.41241  0.302
N -8.73621 -5.07565 2.85862  -0.848
I -9.85318 -4.49607 0.17011  -0.147
C -7.24315 -3.15446 1.71763  -0.183
C -8.17072 -2.13707 0.96384  -0.304
O -7.93030 -1.64183 -0.11761  -0.468
S -6.05741 -5.65245 2.81203  0.838
O -5.39246 -4.51060 3.45006  -0.524
O -6.62631 -6.54775 3.82329  -0.627
F -4.84888 -6.50568 2.00877  -0.306
O -8.17777 -6.64178 1.19466  -0.684
C -7.59870 -7.26152 0.02411  -0.041
C -6.86243 -8.51556 0.64494  -0.051
C -7.86085 -9.75176 0.74398  -0.814
O -8.36211 -10.18454 -0.53535  -0.547
H -3.12315 -8.10737 -2.45784  0.368
H -4.16549 -9.03580 -3.71219  0.340
H -3.79140 -7.30252 -3.97454  0.247
H -9.57476 -5.54632 2.49895  0.436
H -9.07202 -4.12186 3.04732  0.299
H -7.30392 -2.88368 2.81174  0.562
H -6.19902 -2.98625 1.31686  -0.057
H -9.11707 -1.80487 1.50325  0.368
H -8.43232 -7.61871 -0.63820  0.346
H -6.63285 -8.25611 1.72130  0.135
H -5.88574 -8.78374 0.16366  0.419
H -8.74818 -9.36978 1.33696  0.272
H -7.42757 -10.58686 1.36581  0.365
H -9.24525 -9.78301 -0.60004  0.361
C -3.62145 -2.28793 4.50000  -1.321
C -3.83517 -1.39172 3.30088  0.380
O -4.53466 -0.18778 3.67808  -0.303
C -3.79108 0.77745 4.21413  0.412
O -2.60649 0.70905 4.40066  -0.609
C -4.65325 2.00364 4.51660  0.856
F -5.81186 1.68047 5.11548  -0.250
F -4.97152 2.67384 3.39233  -0.258
F -4.03132 2.87731 5.32601  -0.255
H -4.57394 -2.49362 4.99030  0.289
H -3.16747 -3.23100 4.19727  0.363
H -2.97501 -1.81576 5.24393  0.421
H -4.46361 -1.90311 2.57118  -0.031
H -2.89327 -1.15157 2.80274  0.275
C -3.66455 0.47111 -0.72378  -1.168
C -4.20631 0.11289 -2.09226  -0.051
O -3.19833 0.33126 -3.10228  -0.340
C -2.29277 -0.64213 -3.22360  0.414
O -2.28152 -1.62842 -2.55131  -0.505
C -1.31575 -0.33073 -4.35858  0.829
F -0.88299 0.94363 -4.32725  -0.245
F -1.88431 -0.51676 -5.56638  -0.254
F -0.22437 -1.10806 -4.32036  -0.248
H -3.27753 1.49265 -0.71729  0.310
H -4.44699 0.38316 0.03183  0.400
H -2.83774 -0.18446 -0.44381  0.325
H -5.04615 0.76187 -2.34126  0.379
H -4.57457 -0.91458 -2.12240  0.166
C -0.55089 2.56354 3.94528  -0.861
C -0.91371 4.00571 3.65912  -0.268
O 0.14206 4.66647 2.93335  -0.302
C 0.16861 4.45490 1.61489  0.140
O -0.60746 3.76847 1.01468  -0.558
C 1.30801 5.25115 0.97858  1.141
F 2.45893 5.14873 1.67045  -0.262
F 1.02414 6.56663 0.90724  -0.272
F 1.58310 4.85162 -0.27629  -0.217
H 0.40785 2.50636 4.46033  0.321
H -1.31370 2.08961 4.56257  0.340
H -0.45052 1.99097 3.02092  0.282
H -1.03195 4.54735 4.59826  0.312
H -1.86053 4.08527 3.12042  0.305
C 5.41338 -0.66681 6.02383  -0.842
C 5.07297 0.68611 6.61519  -0.209
O 3.67712 0.98376 6.44154  -0.309
C 2.84398 0.42834 7.33179  0.310
O 3.18489 -0.28251 8.23256  -0.521
C 1.40485 0.86917 7.05719  0.977
F 1.08697 0.80160 5.75158  -0.248
F 1.19439 2.14466 7.43988  -0.268
F 0.50717 0.12055 7.70933  -0.263
H 5.10397 -0.71636 4.97773  0.329
H 6.48656 -0.85429 6.08522  0.062
H 4.89221 -1.46886 6.54922  0.339
H 5.62464 1.46623 6.08954  0.302
H 5.35268 0.74743 7.66871  0.324
C 4.38642 6.54016 -0.88495  -0.920
C 3.86205 6.17810 -2.25910  -0.300
O 4.86829 6.41249 -3.26342  -0.261
C 5.78469 5.44933 -3.39768  0.497
O 5.81293 4.44076 -2.75185  -0.532
C 6.76624 5.79608 -4.51841  0.782
F 7.18944 7.07142 -4.45838  -0.279
F 6.21482 5.63537 -5.73907  -0.214
F 7.86634 5.02997 -4.48693  -0.256
H 4.75725 7.56742 -0.87394  0.330
H 3.60320 6.43945 -0.13618  0.177
H 5.22149 5.89764 -0.59898  0.194
H 3.01448 6.81780 -2.50784  0.420
H 3.50841 5.14633 -2.29831  0.366
C 9.24375 4.50797 -1.98105  -0.169
C 9.06624 4.21513 -0.50591  -0.346
O 10.27227 3.67937 0.06648  -0.308
C 11.21226 4.56915 0.40323  0.369
O 11.11798 5.75355 0.25649  -0.505
C 12.40198 3.85487 1.04509  0.851
F 12.77119 2.75495 0.36411  -0.256
F 12.11397 3.45413 2.30091  -0.253
F 13.48841 4.63333 1.12594  -0.251
H 9.59134 3.61849 -2.51049  0.336
H 8.30662 4.83386 -2.41724  -0.510
H 9.99114 5.28755 -2.14254  0.365
H 8.29717 3.45328 -0.37467  0.337
H 8.74048 5.10076 0.04367  0.328
C 3.64354 5.86910 -7.29047  -1.220
C 3.60149 7.05132 -6.34217  0.192
O 2.78039 8.10211 -6.87986  -0.389
C 1.46028 7.96202 -6.70530  0.370
O 0.94022 7.03914 -6.14778  -0.504
C 0.72010 9.17057 -7.28080  0.831
F 1.17569 9.51661 -8.49909  -0.247
F 0.85743 10.25483 -6.49314  -0.251
F -0.59409 8.94876 -7.41011  -0.239
H 3.96627 6.18659 -8.28435  0.286
H 4.32759 5.10532 -6.92454  0.381
H 2.65516 5.42028 -7.40475  0.369
H 4.60293 7.46507 -6.22690  0.296
H 3.25743 6.76005 -5.34832  0.102
C -5.69775 -3.58088 -5.34160  -0.706
C -6.28244 -3.08867 -6.64917  -0.414
O -6.11480 -4.07018 -7.68900  -0.318
C -7.01183 -5.06358 -7.70916  0.396
O -7.91647 -5.18289 -6.93526  -0.504
C -6.73866 -5.99674 -8.89002  0.853
F -5.43345 -6.30471 -9.00863  -0.250
F -7.11233 -5.43837 -10.05899  -0.255
F -7.39935 -7.15747 -8.78673  -0.243
H -4.65303 -3.87231 -5.47504  0.307
H -5.75366 -2.80648 -4.57971  0.306
H -6.23007 -4.46094 -4.97847  0.144
H -5.74886 -2.19543 -6.97665  0.329
H -7.33410 -2.81506 -6.54262  0.337
C 12.17047 1.49854 5.13537  -1.032
C 11.04812 0.72631 4.47198  -0.160
O 10.69400 -0.43210 5.24677  -0.324
C 9.87688 -0.21554 6.28435  0.385
O 9.44001 0.85508 6.59732  -0.511
C 9.54739 -1.53585 6.98265  0.864
F 10.63801 -2.30024 7.17134  -0.249
F 8.67773 -2.27088 6.26301  -0.248
F 8.99395 -1.34968 8.18822  -0.245
H 13.02648 0.84681 5.32243  0.314
H 12.48908 2.32918 4.50539  0.288
H 11.85739 1.89843 6.10153  0.315
H 11.37959 0.36047 3.49968  0.317
H 10.17335 1.35604 4.29815  0.312

Calculated values
Orbital gap in eV: 6.820
Net charge: -1



DFT (ωB97M-V with the def2-TZVPD basis set) results for a structure of composition C19H24N2O5 at a distorted geometry.

Last column: Mulliken charge in e.
Geometry (Å):
C -0.52405 5.47463 3.16443  -1.853
H -0.82019 5.97377 3.93349  0.559
C -0.30693 3.88684 3.33280  0.630
C 0.63664 3.71213 4.51634  -1.711
H 0.31086 4.24780 5.40112  0.460
H 0.70804 2.70854 4.67971  0.361
H 1.41870 4.26796 4.48554  0.569
H -1.19845 3.62553 3.66462  0.569
O 0.25208 3.42018 2.27434  -0.352
C -0.35228 2.22984 1.89419  0.193
O -1.17450 1.48559 2.62578  -0.667
C 0.48980 1.63602 0.77779  -0.445
N 0.68156 0.42879 0.78310  0.607
C 1.18479 -0.15731 2.12416  0.098
O 1.56274 0.84872 2.88556  -0.692
C 1.41067 -1.51172 2.42394  1.185
C 1.31691 -1.74220 3.75232  -1.573
H 1.97925 -1.13338 4.41897  0.359
H 1.81825 -3.00110 3.91669  0.234
H 0.31952 -1.79286 4.23286  0.356
C 3.03336 -1.72581 1.80602  -1.393
H 3.55890 -1.19433 2.49372  0.518
H 3.22043 -2.92056 2.02456  0.248
H 2.85762 -1.63279 0.85356  0.522
O 0.88843 -2.49096 1.65097  -0.389
C 0.27360 -2.12179 0.33265  0.182
C -0.20234 -2.91504 -0.53637  -0.465
C -0.40445 -2.92135 -1.76096  -1.380
C -0.50200 -1.42808 -2.13309  0.113
C -0.07205 -0.45735 -1.37856  -1.053
C 0.39843 -0.82629 -0.02620  1.345
H 0.21029 0.60688 -1.78002  0.640
C -0.70667 -1.10322 -3.64334  0.206
O -0.17057 0.03796 -4.16882  -0.713
N -1.63821 -1.75244 -4.25133  -0.081
C -2.06552 -1.87192 -5.56395  -0.738
C -2.14813 -0.28784 -6.29806  -0.528
C -1.43334 -1.29425 -6.61894  -0.196
H -1.29154 -1.72073 -7.63886  0.329
H -0.20987 -1.01522 -6.27450  0.161
H -3.36347 -0.17585 -6.88483  0.181
H -2.17475 0.47415 -5.41743  0.265
H -2.84644 -2.36885 -5.75246  0.627
H -2.13565 -2.40288 -3.71047  0.247
H -0.66258 -3.57000 -2.34009  0.925
H -0.21058 -4.08994 -0.26204  0.133
H 1.15346 2.27728 0.38878  0.337
H -0.47620 1.81080 -0.29311  0.260
H -1.00784 5.64551 2.34032  0.501
H 0.54294 5.89454 3.06406  0.310

Calculated values
Orbital gap in eV: 8.334
Relative energy (zero: lowest compared OMol25 entry of this formula, charge and spin) in kcal/mol: 500.55



DFT (ωB97M-V with the def2-TZVPD basis set) results for the ion C3H8NO with charge +1 at a distorted geometry.

Last column: Mulliken charge in e.
Geometry (Å):
C 0.52142 -0.38468 -1.05375  -0.696
C 0.20466 0.88315 -0.39361  0.208
C 0.01343 1.00531 1.02235  -0.334
O 0.00915 -0.17536 1.76100  -0.445
N -0.66075 -1.20759 -1.20054  -0.376
H 0.92541 -0.15434 -2.04502  0.363
H 1.29077 -0.92745 -0.49080  0.282
H 0.12040 1.77848 -0.99483  0.395
H -0.95729 1.51091 1.17798  0.359
H 0.78132 1.69485 1.41705  0.365
H -1.48500 -1.01174 -0.66004  0.261
H 0.45735 -0.90847 1.31635  0.363
H -0.92080 -1.42240 -2.15539  0.255

Calculated values
Orbital gap in eV: 7.407
Net charge: +1
Relative energy (zero: lowest compared OMol25 entry of this formula, charge and spin) in kcal/mol: 67.04



DFT (ωB97M-V with the def2-TZVPD basis set) results for the molecule C3H4O3S at a distorted geometry.

Last column: Mulliken charge in e.
Geometry (Å):
O 2.37415 0.69448 0.71735  -0.612
C 1.36458 1.43024 1.01793  0.313
O 0.18489 0.91207 1.42462  -0.252
C -0.25845 -0.47514 1.04546  -0.274
C -0.54373 -0.52255 -0.43550  0.318
O 0.57271 -0.45796 -1.22174  -0.486
S -1.90933 -0.77452 -1.26442  -0.277
H 1.37681 2.66193 1.14118  0.297
H 0.58144 -1.13787 1.39045  0.307
H -1.31965 -0.76216 1.37164  0.247
H 1.48230 -0.15360 -0.80163  0.420

Calculated values
Orbital gap in eV: 8.923
SMILES: O=COCC(O)=S
Relative energy (zero: lowest compared OMol25 entry of this formula, charge and spin) in kcal/mol: 64.49



DFT (ωB97M-V with the def2-TZVPD basis set) results for a structure of composition C15H34Br6O17S5 at a distorted geometry.

Last column: Mulliken spin population.
Geometry (Å):
O -0.69892 -7.00359 -2.17899  0.000
S -1.26606 -5.75532 -1.70487  0.000
O -2.16095 -5.70187 -0.49270  0.000
O -0.03077 -4.54037 -1.64540  0.000
C -0.24856 -3.32637 -0.84553  0.000
C 0.87224 -3.28055 0.24876  0.001
C -2.12141 -4.97457 -3.17739  0.000
H -1.16278 -3.26955 -0.25470  0.000
H -0.31341 -2.44573 -1.48455  0.000
H 1.78467 -2.78806 -0.08742  0.000
H 1.20032 -4.23341 0.66411  0.000
H 0.43739 -2.62706 1.00503  0.000
H -3.02496 -5.56393 -3.33342  0.000
H -1.30139 -5.03374 -3.89305  0.000
H -2.36735 -3.92206 -3.03653  0.000
O -0.40346 4.43276 3.40426  0.000
S -0.69405 3.66067 4.62215  0.000
O -0.81582 4.39704 5.89202  0.000
O -2.09516 2.84233 4.24275  0.000
C -2.36277 2.30729 2.97002  -0.002
C -2.52234 0.78198 3.02470  0.001
C 0.41209 2.24113 4.78377  0.000
H -1.47796 2.34891 2.33483  0.001
H -3.23281 2.85361 2.60580  0.001
H -2.78401 0.39618 2.03940  0.000
H -3.39898 0.45602 3.58446  0.000
H -1.65751 0.24583 3.41548  0.000
H 1.29932 2.23437 4.15062  0.000
H -0.14396 1.33193 4.55514  0.000
H 0.78465 2.04655 5.78947  0.000
O 2.71945 -1.03829 -1.68322  0.001
S 3.55951 -0.75099 -2.81122  0.000
O 4.85672 -1.37935 -2.95220  0.000
O 2.80800 -1.27302 -4.23675  -0.002
C 1.46718 -1.55993 -4.16613  0.000
C 1.19777 -2.37676 -5.45866  -0.002
C 3.67463 1.10752 -3.12408  -0.010
H 0.95825 -0.59604 -4.16259  0.007
H 1.33470 -2.22303 -3.31124  -0.001
H 0.32475 -3.00434 -5.27960  0.001
H 2.03976 -3.00081 -5.75821  0.000
H 1.03512 -1.71595 -6.31012  0.002
H 3.72868 1.67176 -2.19305  0.001
H 2.79550 1.38584 -3.70524  0.011
H 4.57350 1.18954 -3.73517  0.000
C -0.64668 1.72322 -0.71562  0.026
Br -2.50580 2.59312 -0.45902  0.010
Br -0.07477 1.38590 -2.57236  0.012
Br -0.74031 -0.05670 0.10950  0.010
H 0.13512 2.22228 -0.14305  0.002
C 0.54613 3.97627 -4.93881  0.261
Br -0.27909 5.71860 -5.70337  0.243
Br 1.27605 4.50705 -3.10269  0.220
Br 1.61072 2.94931 -6.24114  0.208
H -0.16061 3.22211 -4.59260  0.004
C 2.94741 5.20914 1.37744  0.005
C 3.03240 4.55637 2.69339  -0.002
O 3.13580 3.16352 2.27524  0.002
S 3.66005 2.94583 0.73351  0.005
O 2.50457 2.58590 -0.05084  -0.021
O 4.87011 2.06524 0.57074  0.000
O 3.96406 4.54463 0.64546  0.001
H 3.24811 6.24908 1.50477  -0.004
H 1.96541 5.21412 0.90443  0.011
H 2.23816 4.80532 3.39717  0.000
H 3.99795 4.63596 3.19287  0.000
C -4.25890 -2.72238 1.92571  0.000
C -2.82993 -2.71241 2.38179  -0.003
O -2.88481 -2.37443 3.72405  0.000
S -4.36062 -2.51120 4.46424  0.000
O -4.98863 -1.18079 4.69744  0.000
O -4.36410 -3.40974 5.57196  0.000
O -4.95893 -3.29652 3.08597  0.000
H -4.58097 -3.27619 1.04385  0.000
H -4.48678 -1.66948 1.75978  0.000
H -2.29109 -1.94704 1.82324  0.003
H -2.29882 -3.66263 2.32622  0.000

Calculated values
Spin multiplicity: 2
Orbital gap (spin up / spin down) in eV: 3.171 / 7.293
<S²>: 0.755
Net charge: -1



DFT (ωB97M-V with the def2-TZVPD basis set) results for a cluster of 3 separate species, C6H13NS in total at a distorted geometry.

Last column: Mulliken charge in e.
Geometry (Å):
C -1.49236 -2.09884 1.48774  -1.151
C -0.09637 -1.70081 1.24837  -0.002
C 1.49448 -0.15482 0.37828  -0.535
C 0.40708 -0.09989 -0.73640  0.860
C 0.43500 -1.44670 -1.55049  -1.128
C -0.18443 1.15071 -1.37337  -0.770
H -2.19081 -1.81582 0.53660  0.202
H -1.66716 -3.17722 1.65168  0.383
H -2.04241 -1.83466 2.65116  0.253
H 0.56809 -2.09290 2.21907  0.216
H 0.15782 -2.34331 0.24224  0.009
H 2.12521 -1.10643 0.36807  0.293
H 2.04564 0.92733 0.42352  0.188
H 1.83007 -1.94776 -1.08215  0.202
H 0.35863 -1.13711 -2.72313  0.305
H -0.68322 -2.57983 -1.12884  0.285
H -1.26853 1.10811 -1.81467  0.310
H 0.61254 1.55011 -2.11759  0.330
H -0.23505 1.40505 0.79298  0.328
N 0.12581 -0.36226 0.83715  -0.252
S -0.24199 2.60515 -0.16274  -0.325

Calculated values
Orbital gap in eV: 8.706
Relative energy (zero: lowest compared OMol25 entry of this formula, charge and spin) in kcal/mol: 212.52



DFT (ωB97M-V with the def2-TZVPD basis set) results for a structure of composition C3BeO2 at a distorted geometry.

Last column: Mulliken charge in e.
Geometry (Å):
O 0.67931 -1.66312 -0.63829  -0.161
C -0.06634 -1.29033 0.36309  -0.323
C 0.12723 0.10731 0.68578  0.407
C -0.85939 1.11126 0.47911  0.374
O -1.22235 1.80703 -0.39265  -0.303
Be 1.34153 -0.07215 -0.49705  0.007

Calculated values
Orbital gap (spin up / spin down) in eV: 6.341 / 6.339
Relative energy (zero: lowest compared OMol25 entry of this formula, charge and spin) in kcal/mol: 0.00



DFT (ωB97M-V with the def2-TZVPD basis set) results for the molecule C3H2FN at a distorted geometry.

Last column: Mulliken charge in e.
Geometry (Å):
C 0.90906 -0.54179 -0.01041  -0.705
C 0.02359 0.40092 -0.02841  0.453
F 0.28751 1.69412 -0.02215  -0.214
C -1.30298 0.21434 -0.04454  0.308
N -2.48100 0.24193 0.02439  -0.389
H 0.65912 -1.64958 -0.17541  0.231
H 1.90471 -0.35994 0.25653  0.315

Calculated values
Orbital gap in eV: 10.739
SMILES: C=C(F)C#N
Relative energy (zero: lowest compared OMol25 entry of this formula, charge and spin) in kcal/mol: 16.69